1.
C26H31Cl3F3O3 | ωB97M-V/def2-TZVPD

**E_HOMO**: -3.3 eV
**Frontier orbital gap**: 4.92 eV

The geometry in ORCA input format:
```
! wB97M-V def2-TZVPD RIJCOSX def2/J DEFGRID3
* xyz -1 1
C 6.1714 1.2542 1.1348
C 4.7741 0.7765 0.8630
Cl 3.6207 1.1741 2.0901
C 4.3669 0.1114 -0.2182
Cl 5.5391 -0.2810 -1.4380
C 2.9666 -0.3037 -0.4846
C 2.5891 -1.6377 -0.2852
C 3.5574 -2.7179 0.1521
C 4.2378 -2.5169 1.5218
C 5.7549 -2.4754 1.5122
Cl 6.4863 -3.7954 0.5511
C 1.2708 -2.0043 -0.5050
C 0.3508 -1.0654 -0.9257
C 0.7302 0.2476 -1.1673
C 2.0465 0.6543 -0.9442
C 2.5038 2.0762 -1.1698
C 2.8259 2.3796 -2.6334
F 1.5564 2.9751 -0.6802
C -0.3734 1.1309 -1.6716
O -0.1962 1.9989 -2.4957
C -1.7255 0.8405 -1.1153
C -2.6068 2.0346 -0.8756
C -3.1548 2.7324 -2.1514
C -2.7575 4.1943 -2.3147
F -1.8431 4.3816 -3.3535
C -2.0983 -0.4294 -0.8558
C -3.4817 -0.7068 -0.3183
C -3.8700 -2.1024 0.0946
C -2.9677 -2.7239 1.1516
F -4.0397 -2.9581 -1.0130
C -1.0771 -1.4773 -1.1411
O -1.3143 -2.5931 -1.5409
H 6.1300 2.0731 1.8490
H 6.6440 1.5860 0.2150
H 6.7527 0.4606 1.6070
H 4.3033 -2.8373 -0.6355
H 2.9916 -3.6460 0.1768
H 3.9507 -3.3512 2.1636
H 3.8457 -1.6164 1.9957
H 6.1568 -1.5423 1.1294
H 6.1303 -2.6036 2.5249
H 0.9253 -3.0165 -0.3434
H 3.4004 2.2728 -0.5880
H 3.2261 1.4758 -3.0932
H 1.9317 2.7135 -3.1483
H 3.6145 3.1303 -2.6823
H -1.9755 2.7634 -0.3561
H -3.4131 1.7894 -0.1900
H -4.2422 2.7219 -2.0660
H -2.8597 2.1961 -3.0500
H -2.3023 4.5984 -1.4088
H -3.6229 4.8126 -2.5610
H -3.6032 -0.1160 0.6030
H -4.2370 -0.3183 -1.0035
H -4.8616 -2.0041 0.5377
H -3.4350 -2.5481 2.1211
H -2.9063 -3.8027 1.0171
H -1.9759 -2.2753 1.2010
C -6.8636 -0.7755 2.9432
C -5.7266 0.2589 3.1015
O -4.8766 0.2796 2.0584
H -6.4504 -1.7843 2.8478
H -7.5412 -0.7687 3.8113
H -7.4560 -0.5555 2.0509
H -5.2519 0.0214 4.0927
H -6.2449 1.2347 3.3064
*
```

Mulliken atomic charge list, values in e, 5 entries:
1. C -1.420
2. C 0.261
3. Cl -0.129
4. C 0.069
5. Cl -0.191



2.
C3H3LiO2Y | ωB97M-V/def2-TZVPD

**E_HOMO (spin up / spin down)**: -10.5 / -10.5 eV
**Frontier orbital gap (spin up / spin down)**: 6.34 / 6.35 eV

The geometry in ORCA input format:
```
! wB97M-V def2-TZVPD RIJCOSX def2/J DEFGRID3
* xyz 1 1
C 0.0310 -1.1576 -0.0825
C -1.1154 -1.6365 -0.5976
H -1.1077 -2.5811 -1.1422
H 0.9544 -1.7337 -0.2494
H -2.0609 -1.1014 -0.4834
O 0.1602 -0.0381 0.6368
C 1.5787 2.9961 -0.4969
O 1.1440 3.9708 -0.8692
Li 1.7069 0.9815 0.7916
Y -1.2912 0.3000 2.4928
*
```

Mulliken atomic charge list, values in e, 5 entries:
1. C 0.368
2. C -0.793
3. H 0.234
4. H 0.255
5. H 0.169



Values for relative energy (zero: lowest compared OMol25 entry of this formula, charge and spin), kJ/mol, ordered as above
0.0; 0.0
Values for E, eV, ordered as above
-79327.23753; -8494.05928